# 1
Here is a 2-piece molecular cluster, C4H8NO3 overall in a non-equilibrium geometry from the OMol25 dataset. Energies are from the ωB97M-V functional and the def2-TZVPD basis.

XYZ file:
```
16
Properties=species:S:1:pos:R:3:mulliken_charge:R:1
C -0.70459 -3.13714 -0.85712 -0.96
C -0.70281 -1.64074 -0.16462 0.71
O 0.40077 -1.08095 -0.08101 -0.73
O -1.77678 -1.17901 0.28658 -0.77
H -1.78759 -3.43055 -0.85058 0.26
H -0.12351 -3.82224 -0.23847 0.24
H -0.22602 -3.18662 -1.80713 0.28
C 1.52736 2.14334 0.69515 -0.89
C 0.22007 2.49214 0.04687 0.64
O 0.00141 3.65093 -0.33988 -0.69
N -0.62586 1.37999 0.10676 -0.20
H -1.41385 1.33569 -0.18779 0.12
H -0.38269 0.53855 0.68947 0.19
H 2.25899 2.99166 0.76613 0.29
H 1.96308 1.25369 0.20145 0.26
H 1.37202 1.69125 1.73419 0.26
```

Summary:
* energy: -437.7406 Ha
* F_max: 14.08 eV/Å
* energy above the lowest of the compared OMol25 structures with the same formula, charge and spin: 40.72 kcal/mol
* frontier orbital gap: 8.57 eV
* multiplicity: 1
* total charge: -1


# 2
Here is an isolated ion of composition C7H9N4S and charge +1 in a non-equilibrium geometry from the OMol25 dataset. Energies are from the ωB97M-V functional and the def2-TZVPD basis.

XYZ file:
```
21
Properties=species:S:1:pos:R:3:mulliken_charge:R:1
C -3.31170 -0.29736 -1.05530 -0.30
C -3.29828 -1.12539 -2.12253 -0.20
C -1.09857 -0.53507 -1.25497 0.13
C 1.99273 1.24923 1.08542 -0.60
C 3.43034 -0.78394 1.04520 -0.66
C 2.42851 -0.11414 1.55852 -0.11
C -1.59251 0.81362 0.39803 -0.17
N 0.56194 1.50207 0.93385 -1.04
N -0.21317 0.80241 0.33009 1.06
N -2.08969 0.09776 -0.61883 0.20
N 0.12322 -0.07123 -0.84583 -0.11
S -1.68010 -1.52527 -2.60510 -0.03
H -4.21042 -0.04775 -0.40811 0.33
H -4.21701 -1.49769 -2.70179 0.38
H 2.12696 1.83246 2.05745 0.29
H 2.49823 1.61518 0.24996 0.52
H 3.86436 -1.71565 1.41259 0.29
H 3.91765 -0.37748 0.08215 0.18
H 1.91941 -0.76215 2.24264 0.32
H -2.16805 1.22450 1.26252 0.39
H 1.01614 -0.28411 -1.04598 0.14
```

Summary:
* energy: -888.9077 Ha
* F_max: 6.62 eV/Å
* energy above the lowest of the compared OMol25 structures with the same formula, charge and spin: 107.84 kcal/mol
* frontier orbital gap (alpha / beta): 8.27 / 8.27 eV
* multiplicity: 1
* total charge: +1


# 3
Here is C12H24NNaO2 as an isolated structure in a non-equilibrium geometry from the OMol25 dataset. Energies are from the ωB97M-V functional and the def2-TZVPD basis.

XYZ file:
```
40
Properties=species:S:1:pos:R:3:mulliken_charge:R:1
C 3.95404 -0.74256 0.50898 -1.19
C 2.94711 0.43704 0.24863 0.27
O 2.65692 0.54606 -1.15208 -0.41
C 1.53418 1.39018 -1.40363 -0.89
C 0.11802 0.74721 -1.20658 0.86
C -0.58484 1.38935 0.04174 -2.03
C -1.96387 0.75999 0.42861 1.09
C -3.05652 1.42522 -0.51717 -1.57
C -2.31264 1.23848 1.87954 -1.41
N -2.07496 -0.70026 0.21286 0.60
O -2.78908 -1.29423 1.10443 -0.60
C -0.77940 -1.38179 0.04081 1.21
C 0.03700 -1.51930 1.38771 -1.39
C -1.12059 -2.87650 -0.37007 -1.51
C 0.08197 -0.82156 -1.14361 -1.41
H 4.56084 -0.45268 1.38989 0.37
H 3.39251 -1.67198 0.74886 0.26
H 4.57968 -0.95469 -0.38232 0.27
H 3.44066 1.39361 0.55123 0.43
H 2.03924 0.26888 0.86101 -0.16
H 1.60514 2.24719 -0.68244 0.47
H 1.61927 1.83569 -2.44394 0.01
H -0.50022 1.04809 -2.08851 0.78
H -0.78134 2.45732 -0.21992 0.61
H 0.10839 1.43762 0.91774 0.35
H -2.94439 2.52167 -0.58513 0.34
H -2.93778 0.92394 -1.50913 0.38
H -4.05639 1.10996 -0.14608 0.41
H -1.47100 1.01913 2.56953 0.29
H -3.29513 0.89336 2.24070 0.38
H -2.37208 2.35393 1.82218 0.38
H -0.53031 -2.17746 2.07780 0.46
H 0.12049 -0.52682 1.88896 0.23
H 1.02439 -1.99823 1.22679 0.21
H -1.84362 -2.82647 -1.21472 0.46
H -1.53328 -3.45258 0.47599 0.35
H -0.18561 -3.32063 -0.78176 0.36
H -0.41960 -1.18570 -2.07287 0.39
H 1.06440 -1.32686 -1.08646 0.42
Na 2.66841 1.78636 -3.61758 0.94
```

Summary:
* energy: -838.8194 Ha
* <S²>: 0.754
* F_max: 3.31 eV/Å
* frontier orbital gap (alpha / beta): 6.26 / 7.18 eV
* multiplicity: 2
* total charge: +1


# 4
Here is a single C7H9ClNPS2 molecule in a non-equilibrium geometry from the OMol25 dataset. Energies are from the ωB97M-V functional and the def2-TZVPD basis.

XYZ file:
```
21
Properties=species:S:1:pos:R:3:mulliken_charge:R:1
C -3.64506 0.05496 0.21406 -0.43
C -3.11083 -0.54442 -0.92816 -0.64
C -2.81339 0.39468 1.23811 -0.61
C -1.80818 -0.89361 -0.94231 -0.30
C -1.42287 0.29584 1.07978 -0.36
C -0.94043 -0.46978 0.07985 0.60
C 3.74342 1.32513 -0.84509 -0.69
N 3.20096 0.41379 0.13326 -0.19
P 0.83488 -0.98004 0.15257 0.60
S 1.71494 -1.58146 -1.44720 -0.32
S 1.90759 0.58632 1.15006 -0.10
Cl 0.73630 -2.60343 1.77925 -0.32
H -4.68995 0.15798 0.27291 0.41
H -3.74351 -0.84224 -1.62457 0.51
H -3.09731 0.78330 2.16001 0.42
H -1.36603 -1.53448 -1.75742 0.24
H -0.85964 0.62446 1.94747 0.18
H 4.38015 0.94251 -1.70933 0.25
H 2.76406 1.69254 -1.21111 0.27
H 4.22663 2.22597 -0.27871 0.27
H 3.98828 -0.04800 0.53656 0.22
```

Summary:
* energy: -1924.7994 Ha
* F_max: 4.44 eV/Å
* energy above the lowest of the compared OMol25 structures with the same formula, charge and spin: 0.00 kcal/mol
* frontier orbital gap: 8.84 eV
* multiplicity: 1
* total charge: 0